No. 1
Molecular formula: C32H34BI2N6O10
Method: DFT, ωB97M-V with the def2-TZVPD basis set

Last column: Löwdin charge in e.
Positions of all 85 atoms, in Å:
1 I -0.094 -8.639 2.615  0.9531
2 I 3.317 -7.547 1.413  0.9249
3 O -4.399 10.403 -2.765  0.0867
4 O 5.220 -3.932 1.095  0.0658
5 O 0.125 6.861 -1.232  0.0862
6 O -2.209 -5.497 1.610  0.0649
7 O 3.530 -3.571 -0.185  0.0512
8 O -4.255 8.282 -3.089  0.0602
9 O -0.381 -3.932 1.530  0.1873
10 O -3.274 -1.064 0.332  0.0409
11 O 1.461 5.184 -1.388  0.0500
12 O -3.445 0.461 -1.171  0.0984
13 N -0.685 -5.279 5.880  0.1336
14 N 0.214 -6.121 4.123  -0.0744
15 N -2.870 -0.069 -0.247  -0.3397
16 N -4.265 9.265 -2.372  -0.3518
17 N 4.703 -3.847 -0.001  -0.3391
18 N 0.581 5.907 -1.822  -0.3491
19 C 2.441 -4.924 2.675  -0.1359
20 C -0.740 -5.214 3.674  -0.0207
21 C -3.998 9.945 1.281  -0.0618
22 C -1.448 6.120 -4.937  -0.0531
23 C -3.081 -4.126 -0.269  -0.0529
24 C 0.292 0.474 1.647  -0.0640
25 C 0.763 1.635 1.046  -0.0564
26 C 0.048 2.230 0.015  -0.0467
27 C -0.943 6.414 -3.682  0.0009
28 C 5.772 -4.256 -3.541  -0.0585
29 C -0.978 5.019 -5.639  -0.0633
30 C 5.542 -4.106 -1.179  -0.1504
31 C 0.001 4.202 -5.084  -0.0658
32 C 7.647 -4.717 -2.100  -0.0566
33 C -0.900 -0.093 1.226  -0.0099
34 C -3.917 7.767 -0.452  -0.0064
35 C 7.102 -4.618 -3.373  -0.0600
36 C -3.289 -4.646 1.144  -0.1818
37 C -1.293 -4.693 4.795  0.0272
38 C -1.598 0.520 0.201  -0.1461
39 C 0.033 5.592 -3.152  -0.1509
40 C -3.817 8.661 1.777  -0.0695
41 C -4.101 9.054 -0.922  -0.1479
42 C -1.144 1.670 -0.418  0.0065
43 C 4.978 -3.996 -2.437  -0.0020
44 C 1.074 -6.998 3.329  -0.7721
45 C 1.836 -6.259 2.231  -0.8440
46 C 0.220 -6.144 5.449  -0.0306
47 C 6.865 -4.458 -0.987  0.0012
48 C 0.516 4.486 -3.830  -0.0105
49 C -3.774 7.575 0.912  -0.0651
50 C -4.140 10.150 -0.082  -0.0003
51 B -1.135 -4.887 2.155  -0.6563
52 H 2.366 -4.204 1.865  0.0588
53 H -4.280 11.142 -0.485  0.1206
54 H -4.030 10.789 1.955  0.1093
55 H -1.279 -0.995 1.681  0.1055
56 H -0.132 -4.149 0.624  0.1313
57 H 0.420 3.132 -0.450  0.0892
58 H 1.279 3.863 -3.388  0.1163
59 H 1.791 -7.435 4.021  0.0759
60 H -4.019 -4.138 -0.820  0.0887
61 H 5.351 -4.176 -4.534  0.1111
62 H -3.451 -3.826 1.847  0.1235
63 H 8.684 -4.997 -1.972  0.1119
64 H -0.906 -5.100 6.847  0.1829
65 H 7.717 -4.825 -4.239  0.1115
66 H 0.854 0.011 2.446  0.1061
67 H -3.710 8.506 2.842  0.1070
68 H -2.692 -3.111 -0.264  0.0471
69 H -4.182 -5.266 1.187  0.1247
70 H -2.373 -4.771 -0.790  0.0883
71 H -2.074 -3.959 4.890  0.1493
72 H 0.367 3.344 -5.631  0.1075
73 H -3.888 6.934 -1.138  0.1166
74 H -1.373 4.796 -6.621  0.1094
75 H -1.304 7.272 -3.135  0.1146
76 H 1.690 2.079 1.381  0.1128
77 H 3.942 -3.714 -2.551  0.1178
78 H 7.275 -4.529 0.009  0.1205
79 H 0.835 -6.770 6.072  0.1740
80 H -1.710 2.120 -1.219  0.1210
81 H -2.210 6.757 -5.366  0.1130
82 H -3.630 6.577 1.300  0.1066
83 H 1.149 -6.091 1.404  0.0460
84 H 1.915 -4.495 3.527  0.0800
85 H 3.499 -5.015 2.905  0.0556

Atoms 1-2, force components in eV/Å:
I -0.070 0.017 -0.058
I 0.107 -0.059 -0.065

The LUMO energy is -3.01 eV. Its charge is +1. The spin multiplicity is 1.

***

No. 2
Molecular formula: C32H34BrN8O6S2Sn
Method: DFT, ωB97M-V with the def2-TZVPD basis set

Last column: Löwdin charge in e.
Positions of all 84 atoms, in Å:
1 Sn 0.119 0.349 0.609  1.1178
2 Br 0.702 -2.746 0.582  0.9806
3 S -2.468 0.284 1.022  0.7422
4 S 2.922 0.517 -1.110  0.6183
5 O 1.193 -1.348 3.004  -0.0346
6 O 2.220 -0.673 -1.531  -0.3373
7 O 0.107 0.495 3.625  -0.1583
8 O -3.171 1.632 -3.894  0.0557
9 O -0.241 1.652 -0.844  -0.2740
10 O 2.918 1.668 -1.963  -0.2718
11 N 8.491 -0.760 0.303  0.1204
12 N -0.660 -0.905 -1.434  -0.0600
13 N -3.155 -2.267 1.180  0.0468
14 N -1.012 0.036 -2.309  0.0446
15 N 2.180 0.836 0.334  -0.1801
16 N 3.219 2.915 0.873  0.1751
17 N 1.024 2.301 1.557  0.0413
18 N -2.190 -1.403 3.068  0.0525
19 C -2.781 -4.301 -2.509  -0.0564
20 C -1.903 3.221 -5.076  -0.0105
21 C -0.732 -4.499 -1.051  -0.0973
22 C 0.109 3.129 -3.159  -0.0094
23 C -3.393 -3.570 1.799  -0.1341
24 C -1.677 -5.026 -2.050  -0.2249
25 C -2.299 -3.830 2.821  -0.1486
26 C 4.835 -0.834 0.268  -0.0573
27 C -0.766 3.997 -5.217  -0.0715
28 C 4.569 0.134 -0.697  -0.3104
29 C -1.499 -6.331 -2.512  -0.0314
30 C -3.661 -4.856 -3.426  -0.0696
31 C 6.914 0.519 -0.983  -0.0187
32 C -0.680 -2.131 -1.802  -0.1789
33 C 3.045 4.065 1.519  -0.0810
34 C -1.174 1.411 -1.826  -0.4212
35 C 2.191 2.084 0.915  -0.4583
36 C -2.031 2.396 -3.968  -0.2681
37 C -3.457 -6.145 -3.893  -0.0710
38 C -2.223 -2.672 3.802  -0.1273
39 C 1.886 4.388 2.214  -0.0285
40 C 0.552 -0.379 2.703  -0.6036
41 C 0.874 3.448 2.209  -0.0732
42 C -2.604 -1.244 1.820  -0.7556
43 C 0.561 0.259 4.979  -0.0197
44 C 0.241 3.957 -4.261  -0.0702
45 C 7.201 -0.460 -0.022  -0.3114
46 C 5.609 0.817 -1.312  -0.0481
47 C -0.350 -3.227 -0.910  -0.5933
48 C 6.136 -1.130 0.603  -0.0216
49 C -2.375 -6.883 -3.432  -0.0648
50 C -1.026 2.343 -3.003  -0.1019
51 H 5.385 1.582 -2.043  0.1164
52 H -2.700 3.243 -5.807  0.1208
53 H 4.019 -1.358 0.750  0.1098
54 H 7.727 1.047 -1.466  0.1146
55 H -4.380 -3.578 2.267  0.1325
56 H 3.876 4.760 1.480  0.1207
57 H -3.431 -2.101 0.226  0.1290
58 H -4.510 -4.281 -3.771  0.1090
59 H 8.701 -1.443 1.005  0.0989
60 H -0.311 -5.230 -0.369  0.1095
61 H 1.776 5.332 2.724  0.1081
62 H -0.657 -6.911 -2.155  0.1181
63 H -1.344 -3.932 2.307  0.0825
64 H 1.608 0.543 5.059  0.1052
65 H -0.071 3.609 2.712  0.1309
66 H -2.185 1.517 -1.397  0.1018
67 H -1.314 -2.732 4.399  0.1259
68 H 1.130 4.560 -4.378  0.1059
69 H 9.256 -0.277 -0.127  0.1003
70 H -2.965 -3.299 -2.141  0.0982
71 H -0.982 -2.389 -2.814  0.1427
72 H 0.895 3.060 -2.420  0.0975
73 H -2.498 -4.755 3.359  0.1287
74 H -0.055 0.893 5.608  0.0982
75 H 0.450 -0.789 5.243  0.0873
76 H -1.876 -0.564 3.532  0.1189
77 H -3.280 1.271 -3.009  0.0849
78 H -3.080 -2.673 4.479  0.1319
79 H -0.667 4.640 -6.082  0.1077
80 H -2.215 -7.892 -3.787  0.1107
81 H -1.012 -0.172 -3.297  0.1649
82 H 6.346 -1.884 1.351  0.1127
83 H -4.144 -6.578 -4.607  0.1096
84 H -3.386 -4.318 1.008  0.1251

Atoms 1-2, force components in eV/Å:
Sn -0.001 -0.026 0.092
Br 0.077 -0.044 0.196

The LUMO energy is -2.81 eV. Its charge is +1. The spin multiplicity is 1.

***

No. 3
Molecular formula: C32H35B2IrN16Si
Method: DFT, ωB97M-V with the def2-TZVPD basis set

Last column: Löwdin spin population.
Positions of all 87 atoms, in Å:
1 Ir 0.738 -0.905 0.653  0.6079
2 Si -1.429 3.382 -2.737  0.0000
3 N -1.007 -1.416 -0.216  0.0110
4 N 1.459 0.012 -1.044  -0.0034
5 N -0.503 -3.016 2.383  0.0002
6 N -1.588 -2.581 0.170  0.0007
7 N -1.380 -5.759 2.111  0.0003
8 N 3.216 3.004 0.438  0.0000
9 N 2.252 1.106 -0.947  -0.0001
10 N 1.072 1.922 1.126  0.0014
11 N 1.385 -2.684 0.052  0.0561
12 N 0.635 -3.787 0.305  0.0035
13 N 0.151 0.930 1.217  0.0208
14 N -1.457 -4.965 1.005  -0.0001
15 N 3.207 0.603 1.293  0.0014
16 N 2.915 3.878 -0.565  0.0001
17 N 2.473 -0.494 1.612  0.0141
18 N -0.028 -1.741 2.364  -0.0035
19 C 3.257 -1.317 2.332  0.0082
20 C -0.272 4.254 -1.632  0.0003
21 C 2.448 -4.443 -0.796  0.0381
22 C 2.760 1.387 -2.156  0.0008
23 C 1.462 -0.384 -2.321  0.0000
24 C 4.509 -0.753 2.472  0.0117
25 C -3.146 3.117 -2.282  0.0000
26 C -0.823 2.780 -4.354  0.0000
27 C -0.342 -2.335 4.486  0.0001
28 C -5.468 3.014 -2.953  0.0000
29 C -5.832 2.852 -1.621  0.0000
30 C -2.002 -5.664 -0.042  0.0004
31 C 4.118 4.932 1.031  0.0000
32 C -2.833 -2.618 -0.310  0.0237
33 C -0.670 2.721 2.247  0.0175
34 C -4.130 3.127 -3.288  0.0000
35 C 2.490 -3.080 -0.622  0.0141
36 C 0.598 3.005 1.742  0.0385
37 C -3.078 -1.454 -1.032  0.0108
38 C -1.897 -6.916 1.761  0.0001
39 C -0.905 1.405 1.903  0.0138
40 C 1.249 -4.852 -0.198  0.0706
41 C 3.469 5.023 -0.219  0.0001
42 C 2.275 0.462 -3.065  0.0005
43 C 0.084 -1.330 3.634  -0.0006
44 C -2.308 -6.915 0.409  0.0001
45 C 4.437 0.459 1.794  0.0258
46 C -1.904 -0.732 -0.944  0.0083
47 C -3.536 2.971 -0.936  0.0000
48 C -0.704 -3.384 3.656  0.0001
49 C 3.923 3.640 1.423  0.0002
50 C -4.869 2.821 -0.614  0.0000
51 B 2.496 1.708 0.463  -0.0005
52 B -0.771 -3.650 0.996  -0.0009
53 H -5.174 2.706 0.418  0.0000
54 H -3.858 3.238 -4.331  0.0000
55 H -2.755 -7.718 -0.150  0.0000
56 H 1.182 3.913 1.782  0.0014
57 H -0.709 4.510 -0.668  0.0002
58 H 4.652 5.704 1.558  0.0000
59 H -0.391 -2.311 5.560  0.0000
60 H -1.093 -4.364 3.874  0.0000
61 H -3.481 -3.455 -0.106  0.0009
62 H 2.874 -2.256 2.698  0.0001
63 H -1.556 2.928 -5.149  0.0000
64 H -2.115 -5.239 -1.027  0.0002
65 H 3.178 -5.068 -1.281  0.0010
66 H -6.878 2.761 -1.361  0.0000
67 H -3.985 -1.184 -1.544  0.0002
68 H -6.225 3.050 -3.723  0.0000
69 H 5.189 1.216 1.649  0.0009
70 H 4.222 3.141 2.330  0.0001
71 H 0.124 3.237 -4.641  0.0000
72 H 0.681 3.733 -1.493  0.0000
73 H -0.670 1.698 -4.271  0.0000
74 H 0.821 -5.837 -0.093  0.0024
75 H 3.239 -2.364 -0.920  -0.0004
76 H -1.650 0.235 -1.346  0.0002
77 H 0.465 -0.348 3.862  0.0000
78 H -1.750 0.765 2.108  0.0002
79 H 0.899 -1.252 -2.625  0.0000
80 H -1.314 3.382 2.801  0.0004
81 H -2.792 2.993 -0.146  -0.0001
82 H -0.011 5.187 -2.151  0.0000
83 H 3.402 2.241 -2.288  0.0000
84 H 3.396 5.878 -0.873  0.0000
85 H -1.963 -7.716 2.481  0.0000
86 H 5.358 -1.155 2.998  0.0003
87 H 2.490 0.409 -4.118  0.0000

Atoms 1-2, force components in eV/Å:
Ir 0.030 -0.160 0.047
Si -0.023 0.161 -0.157

The LUMO energy (spin up / spin down) is -8.63 / -11.66 eV. Its charge is +3. The spin multiplicity is 2. The expectation value of S² is 0.76.

***

no.,E (a.u.)
1,-2940.4791
2,-5713.8082
3,-2559.4014